Below is a molecular structure, C22H27Br12F3NO5P in a non-equilibrium geometry, with properties calculated with ωB97M-V/def2-TZVPD.

The calculation puts the molecular weight at 1432.28 g/mol. The value obtained for the largest force on an atom is 8.863 eV/A. For the gap between HOMO and LUMO, the calculation gives 6.976 eV.

Geometry (Å):
C  2.077  -5.814  2.220
C  2.242  -4.344  1.490
O  3.661  -3.973  1.368
P  3.839  -2.466  0.449
O  4.418  -2.841  -1.007
C  2.191  -1.504  0.252
C  1.852  -0.788  1.690
C  1.495  0.821  1.410
C  -0.174  0.878  1.387
C  -0.862  0.298  -0.017
C  -2.499  0.277  -0.094
C  -3.215  -0.322  -1.442
C  -3.166  -1.984  -1.295
C  -4.410  -2.573  -0.385
F  -4.104  -2.379  1.077
F  -4.618  -4.031  -0.652
F  -5.697  -1.895  -0.701
C  -3.376  0.815  1.183
C  -2.675  1.388  2.549
C  -1.041  1.430  2.681
C  -3.885  1.817  3.569
O  -3.873  2.670  4.597
N  -5.051  1.003  2.971
C  -4.995  0.898  1.434
O  -6.027  0.920  0.571
O  4.954  -1.482  1.358
C  5.934  -0.803  0.496
C  5.294  0.232  -0.603
H  1.187  -6.453  1.807
H  3.121  -6.375  2.082
H  1.880  -5.632  3.381
H  1.692  -4.417  0.439
H  1.598  -3.575  2.128
H  2.239  -0.729  -0.654
H  1.259  -2.204  -0.008
H  2.685  -0.895  2.506
H  0.890  -1.334  2.133
H  1.961  1.508  2.236
H  1.893  1.180  0.345
H  -0.183  -0.086  -0.910
H  -2.554  -0.057  -2.395
H  -4.302  0.097  -1.566
H  -3.036  -2.524  -2.331
H  -2.172  -2.196  -0.669
H  -0.577  1.813  3.685
H  -5.920  1.481  3.331
H  6.607  -0.139  1.224
H  6.682  -1.517  -0.061
H  5.744  1.317  -0.389
H  4.131  0.352  -0.558
H  5.653  -0.076  -1.677
C  7.193  1.854  4.389
Br  8.748  0.960  5.143
Br  7.633  3.624  3.713
Br  6.314  0.762  3.040
H  6.477  1.992  5.205
C  -3.040  4.759  0.422
Br  -1.990  3.436  1.387
Br  -2.375  6.564  0.714
Br  -3.175  4.335  -1.472
H  -4.055  4.722  0.831
C  -5.323  2.133  -4.857
Br  -5.491  1.345  -3.087
Br  -6.873  3.214  -5.319
Br  -3.663  3.128  -5.051
H  -5.285  1.306  -5.574
C  -0.696  1.964  -8.103
Br  -1.238  3.673  -8.860
Br  0.285  2.188  -6.438
Br  -2.205  0.754  -7.897
H  -0.010  1.501  -8.819

Mulliken population analysis, charges in e, atoms 1 to 2: -0.976, 0.174

***

Below is a single C3H7NO2 molecule in a non-equilibrium geometry, with properties calculated with ωB97M-V/def2-TZVPD.

The calculation puts the molecular weight at 89.09 g/mol. The value obtained for the largest force on an atom is 2.091 eV/A. As for the structure (SMILES): CCOC(N)=O. The value obtained for the energy relative to the best compared isomer or geometry (same formula, charge and spin) is 142.5 kJ/mol. For the gap between HOMO and LUMO, the calculation gives 10.756 eV.

Geometry (Å):
C  1.069  1.412  0.339
C  1.163  0.304  -0.665
O  0.671  -0.967  0.194
C  -0.575  -1.096  -0.224
N  -1.407  -2.097  0.169
O  -0.999  -0.311  -1.054
H  1.624  1.096  1.216
H  0.012  1.539  0.601
H  1.434  2.377  -0.027
H  0.698  0.638  -1.611
H  2.115  -0.110  -0.927
H  -2.318  -1.887  -0.215
H  -1.358  -2.636  1.012

natural (NBO) population analysis, charges in e, atoms 1 to 2: -0.643, -0.055

***

Below is a molecular structure, C18H45AlN10O5P2 in a non-equilibrium geometry, with properties calculated with ωB97M-V/def2-TZVPD.

The calculation puts the molecular weight at 570.55 g/mol. The value obtained for the largest force on an atom is 2.605 eV/A. As for the total charge: +2. For the gap between HOMO and LUMO, the calculation gives 2.020 eV.

Geometry (Å):
Al  22.232  26.678  22.338
N  25.537  26.948  23.330
O  25.153  26.456  22.236
O  26.701  26.914  23.687
O  24.645  27.600  23.962
O  23.280  25.079  24.388
P  23.265  24.303  25.634
N  24.519  23.118  25.556
C  24.961  22.335  26.740
C  25.553  23.287  24.548
N  21.885  23.488  26.078
C  20.769  24.210  26.691
C  21.676  22.103  25.666
N  23.747  25.175  27.001
C  23.555  24.758  28.388
C  24.553  26.364  26.824
H  25.974  22.512  27.104
H  24.948  21.267  26.510
H  24.192  22.559  27.472
H  26.538  23.067  24.945
H  25.568  24.293  24.108
H  25.243  22.752  23.642
H  19.912  24.297  26.027
H  20.497  23.696  27.618
H  21.116  25.173  27.069
H  21.067  21.990  24.768
H  22.597  21.545  25.498
H  21.197  21.573  26.491
H  22.712  24.080  28.458
H  24.505  24.358  28.764
H  23.490  25.689  28.954
H  25.569  26.019  26.589
H  24.543  27.076  27.644
H  24.228  26.874  25.911
O  22.766  29.633  23.183
P  23.108  30.955  23.735
N  21.764  32.005  23.731
C  21.732  33.311  23.123
C  20.448  31.545  24.207
N  24.339  31.789  22.977
C  24.166  32.061  21.541
C  25.744  31.840  23.343
N  23.474  31.077  25.379
C  23.538  32.377  26.020
C  23.610  29.958  26.242
H  21.412  33.409  22.075
H  22.707  33.796  23.169
H  21.018  34.009  23.570
H  20.374  30.521  23.835
H  19.702  32.224  23.811
H  20.407  31.534  25.300
H  23.139  32.389  21.371
H  24.671  32.970  21.208
H  24.489  31.186  20.981
H  26.387  31.095  22.870
H  26.184  32.829  23.214
H  25.870  31.639  24.411
H  22.608  32.518  26.586
H  24.268  32.401  26.834
H  23.762  33.163  25.307
H  22.685  29.780  26.815
H  24.400  30.076  26.991
H  23.778  28.966  25.823
C  29.790  26.696  21.301
C  29.154  27.196  20.081
N  28.686  27.522  19.086
H  30.876  26.710  21.249
H  29.488  25.648  21.337
H  29.439  27.263  22.159
C  25.990  28.855  20.133
C  24.528  28.560  20.009
N  23.402  28.349  19.918
H  26.372  27.955  19.652
H  26.230  28.773  21.190
H  26.231  29.768  19.603
C  27.652  28.949  25.763
C  26.896  28.333  26.868
N  26.243  27.807  27.653
H  26.820  29.051  25.061
H  28.316  28.202  25.341
H  28.029  29.943  25.975

Mulliken population analysis, charges in e, atoms 1 to 2: 0.947, 0.936

***

Below is a molecular structure, C17H33As3CrI3N in a non-equilibrium geometry, with properties calculated with ωB97M-V/def2-TZVPD.

The calculation puts the molecular weight at 908.93 g/mol. The value obtained for the largest force on an atom is 2.597 eV/A. As for the total charge: +3. The spin multiplicity is 4. For the gap between HOMO and LUMO (alpha / beta), the calculation gives 4.088 / 5.483 eV.

Geometry (Å):
Cr  1.570  1.352  -0.622
I  3.789  2.433  -1.821
C  2.459  3.301  -3.269
I  0.455  2.950  -2.677
H  2.601  2.832  -4.206
H  2.569  4.419  -3.365
C  -2.025  2.494  0.152
As  -0.656  1.176  0.641
C  -0.046  2.029  2.327
C  -0.955  -0.649  1.337
C  -1.205  -1.808  0.337
C  -1.477  -3.021  1.228
C  0.147  -2.179  -0.339
As  1.332  -1.014  -1.516
C  0.607  -0.947  -3.416
C  3.137  -1.670  -1.816
C  -2.318  -1.335  -0.610
As  -4.214  -1.670  -0.090
C  -4.934  -1.385  -1.881
C  -4.777  0.066  0.551
H  -2.727  2.651  0.941
H  -2.642  2.385  -0.739
H  -1.399  3.402  -0.066
H  -0.766  1.828  3.140
H  0.098  3.150  2.287
H  0.894  1.643  2.589
H  -1.746  -0.675  2.105
H  -0.048  -0.797  1.929
H  -0.624  -3.319  1.869
H  -1.726  -3.877  0.573
H  -2.271  -2.974  1.955
H  0.045  -3.099  -0.944
H  0.761  -2.461  0.514
H  0.016  -0.024  -3.561
H  -0.104  -1.794  -3.461
H  1.443  -1.057  -4.066
H  3.114  -2.698  -2.244
H  3.643  -1.566  -0.921
H  3.526  -1.015  -2.600
H  -2.282  -1.684  -1.643
H  -2.122  -0.214  -0.841
H  -4.834  -2.277  -2.525
H  -4.426  -0.598  -2.364
H  -6.024  -1.211  -1.835
H  -4.031  0.423  1.269
H  -5.749  -0.018  1.076
H  -4.776  0.791  -0.202
I  3.439  -2.405  3.447
C  3.476  -0.447  2.764
C  4.205  0.596  3.356
C  4.058  1.897  2.871
C  3.406  2.039  1.662
N  2.753  1.002  1.000
C  2.752  -0.217  1.577
H  4.805  0.430  4.290
H  4.473  2.825  3.356
H  3.194  3.046  1.311
H  2.137  -1.056  1.188

natural (NBO) population analysis, charges in e, atoms 1 to 2: 0.792, 0.450